A structure of composition C27H33AuClN3O5S, computed with ωB97M-V/def2-TZVPD.

```
71
Properties=species:S:1:pos:R:3:forces:R:3:mulliken_spin:R:1
Au 0.4071 0.5285 -0.1345 0.1 0.4 0.1 0.2016
O -0.1764 -5.4066 -0.6366 0.1 -0.1 0.0 0.0001
C 1.0898 -5.0701 -0.5335 -0.1 0.0 0.2 0.0000
O 1.9826 -5.8795 -0.4685 0.0 0.0 -0.1 0.0001
C 1.3935 -3.6058 -0.4610 0.0 0.0 0.0 -0.0046
C 2.6592 -3.0631 -0.3118 0.0 0.0 0.0 0.0007
Cl 4.1785 -3.8033 -0.2170 0.0 0.0 0.0 0.0003
N 2.5444 -1.7188 -0.2722 0.0 -0.1 -0.1 -0.0047
N 1.2496 -1.3716 -0.4008 0.1 -0.1 0.0 -0.0083
C 0.5431 -2.4828 -0.5001 0.0 0.0 0.0 0.0012
C -0.9678 -2.3218 -0.5509 0.1 0.3 -0.2 -0.0057
O -1.6502 -3.3488 -0.6896 -0.1 0.0 0.1 0.0008
O -1.3652 -1.1361 -0.4503 -0.1 -0.3 0.0 0.0234
C 3.5527 -0.7209 -0.1079 0.0 0.0 0.0 -0.0036
C 4.2804 -0.6773 1.0696 0.0 0.0 0.0 -0.0018
C 5.2347 0.3140 1.2313 0.0 0.0 0.0 -0.0002
C 5.4373 1.2539 0.2301 0.0 0.0 0.0 0.0004
C 4.6902 1.2058 -0.9385 0.0 0.0 0.0 -0.0009
C 3.7429 0.2100 -1.1162 0.0 0.0 0.0 0.0003
H -0.7979 -4.6061 -0.6567 -0.1 0.1 -0.1 0.0007
H 4.0860 -1.4068 1.8443 0.0 0.0 0.0 0.0001
H 5.8132 0.3596 2.1444 0.0 0.0 0.0 0.0001
H 6.1794 2.0306 0.3615 0.0 0.0 0.0 0.0001
H 4.8476 1.9435 -1.7141 0.0 0.0 0.0 -0.0004
H 3.1508 0.1477 -2.0200 0.0 0.0 0.0 0.0004
C -0.0826 -1.4825 5.4055 0.0 0.0 0.0 0.0001
C -0.2157 -2.3836 4.1898 0.0 0.0 0.0 -0.0005
S -0.4768 -1.5480 2.6051 0.0 0.0 0.1 0.0012
O 0.3945 -0.3219 2.6374 0.0 0.0 0.0 -0.0035
C -2.1842 -0.9698 2.7308 -0.1 0.0 -0.1 -0.0003
C -2.3928 0.2636 3.5940 0.0 0.0 0.0 0.0006
H 0.4033 -2.0300 6.2132 0.0 0.0 0.0 0.0000
H -1.0461 -1.1349 5.7707 0.0 0.0 0.0 0.0000
H 0.5288 -0.6136 5.1602 0.0 0.0 0.0 -0.0001
H -1.0034 -3.1342 4.2831 0.0 0.0 0.0 0.0002
H 0.7184 -2.9219 4.0135 0.0 0.0 0.0 0.0000
H -2.7804 -1.8319 3.0373 0.0 0.0 0.0 -0.0001
H -2.4295 -0.7628 1.6855 0.0 0.0 0.0 -0.0002
H -2.4410 0.0317 4.6553 0.0 0.0 0.0 -0.0002
H -3.3332 0.7441 3.3217 0.0 0.0 0.0 0.0000
H -1.5850 0.9775 3.4279 0.0 0.0 0.0 -0.0014
C 2.2220 2.3369 2.7113 0.0 0.0 0.0 0.0096
C 1.8988 3.7118 2.1178 0.0 0.0 0.0 0.0473
C 2.6460 3.9340 0.8001 0.0 0.0 0.0 0.0261
C 0.4093 3.9612 2.0237 0.0 0.0 0.0 0.1386
C -0.1877 4.8248 2.9167 0.0 0.0 0.0 -0.1035
C -1.5478 5.1088 2.8585 0.0 0.0 0.0 0.2020
C -2.3413 4.5497 1.8612 0.0 0.0 0.0 -0.1090
C -1.8291 3.6716 0.9313 0.1 -0.1 -0.1 0.1355
C -2.7417 3.1260 -0.1464 0.0 0.0 0.0 0.0452
C -3.2240 1.7059 0.1691 0.0 0.0 0.1 0.0162
C -2.1719 3.2241 -1.5623 0.0 0.0 0.0 0.0305
C -0.4329 3.3154 1.0433 0.0 0.1 0.0 0.1276
N 0.0944 2.4169 0.2450 -0.1 -0.2 0.0 1.2581
H 3.2919 2.2694 2.9192 0.0 0.0 0.0 0.0010
H 1.9559 1.5337 2.0261 0.0 0.0 0.0 -0.0021
H 1.6727 2.1581 3.6368 0.0 0.0 0.0 -0.0042
H 2.2663 4.4649 2.8214 0.0 0.0 0.0 0.0024
H 2.4395 3.1412 0.0820 0.0 0.0 0.0 -0.0115
H 3.7208 3.9349 0.9919 0.0 0.0 0.0 0.0010
H 2.3808 4.8909 0.3467 0.0 0.0 0.0 -0.0046
H 0.4272 5.2990 3.6720 0.0 0.0 0.0 0.0037
H -1.9871 5.7926 3.5729 0.0 0.0 0.0 0.0102
H -3.3888 4.8199 1.8008 0.0 0.0 0.0 0.0038
H -3.6234 3.7734 -0.1175 0.0 0.0 0.0 0.0052
H -2.4424 0.9577 0.0407 0.1 0.0 0.0 -0.0012
H -4.0425 1.4332 -0.4989 0.0 0.0 0.0 -0.0012
H -3.5898 1.6413 1.1955 0.0 0.0 0.0 -0.0060
H -1.3510 2.5258 -1.7188 0.0 0.0 0.0 -0.0161
H -1.8112 4.2317 -1.7766 0.0 0.0 0.0 -0.0011
H -2.9540 2.9826 -2.2836 0.0 0.0 0.0 0.0008
```
Forces are in eV/Å.

Its lowest unoccupied orbital energy (spin up / spin down) is 0.43 / -1.91 eV. Its multiplicity is 3. For the orbital gap (spin up / spin down), the calculation gives 8.86 / 7.01 eV.